# 1
The following is a quantum chemistry calculation of a molecular structure, C17H22N7O5S2V, from OMol25.

Structure (XYZ):
```
54
Properties=species:S:1:pos:R:3:mulliken_charge:R:1
V -0.7878 -0.1359 1.1357 0.677
N -1.5670 -0.7588 3.0194 -0.349
C -2.6136 0.2285 3.3682 -0.442
C -2.0158 1.5884 3.0727 0.620
O -2.0472 2.4841 3.8977 -0.703
N -1.3829 1.6215 1.8598 -0.189
C -0.3390 2.6142 1.7794 -0.204
C 0.9698 1.8543 1.4930 0.387
O 1.8803 2.3892 0.8757 -0.696
O 0.9424 0.6449 1.9524 -0.546
H -0.8120 -0.7152 3.6979 0.268
H -1.9447 -1.6996 3.0026 0.327
H -3.4716 0.0405 2.7263 0.218
H -2.9243 0.1777 4.4099 0.406
H -0.5208 3.3982 1.0372 0.171
H -0.2023 3.1304 2.7343 0.468
O -2.4449 -0.8690 0.2490 -0.475
N -3.1325 -1.6790 1.0197 0.068
C -4.0195 -2.4095 0.4180 0.490
C -4.2075 -2.3627 -1.0083 0.150
N -4.3370 -2.3495 -2.1491 -0.448
C -4.8043 -3.3029 1.2133 -0.048
N -5.4344 -4.0201 1.8524 -0.448
O 0.2286 -1.9048 1.0492 -0.469
S 1.7490 -1.8799 0.8158 0.708
C 2.0133 -3.1667 -0.4275 -0.812
C 2.0216 -4.4940 0.3121 -0.544
C 2.8770 -4.2518 1.5506 -0.583
C 2.3993 -2.9321 2.1578 -0.756
H 2.9826 -2.9384 -0.8771 0.452
H 1.2378 -3.0377 -1.1803 0.362
H 2.4109 -5.2979 -0.3120 0.422
H 1.0017 -4.7577 0.6000 0.236
H 3.9287 -4.1728 1.2672 0.283
H 2.7955 -5.0602 2.2767 0.323
H 3.1684 -2.3695 2.6828 0.451
H 1.5445 -3.0687 2.8205 0.268
C 0.9798 4.8970 -1.6209 -1.357
C 0.8285 3.6377 -2.4025 1.042
C 1.0085 3.5111 -3.7502 -0.925
C 0.9062 2.2229 -4.3038 0.895
N 0.6477 1.1522 -3.5744 -0.518
C 0.4543 1.2831 -2.2539 0.300
S 0.1484 -0.0922 -1.3138 -0.441
N 0.5248 2.5263 -1.7050 0.207
C 1.1010 1.9962 -5.7687 -1.258
H 1.1970 5.7342 -2.2789 0.372
H 1.7935 4.7729 -0.9033 0.329
H 0.0691 5.1136 -1.0609 0.292
H 1.2462 4.3700 -4.3588 0.341
H 0.5155 2.5858 -0.6954 -0.296
H 1.3215 2.9201 -6.2986 0.342
H 0.2007 1.5445 -6.1852 0.317
H 1.9149 1.2871 -5.9188 0.316
```

Molar mass in Da: 519.485
⟨S²⟩: 2.014
Total energy in Ha: -3160.9409
LUMO energy (alpha / beta) in hartree: -0.0117 / -0.0113
Relative energy (zero: lowest compared OMol25 entry of this formula, charge and spin) in eV: 0.202
Multiplicity: 3

# 2
The following is a quantum chemistry calculation of 4 unconnected molecules or ions with the total composition C7H19NO3 at a distorted geometry, from OMol25.

Structure (XYZ):
```
30
Properties=species:S:1:pos:R:3:mulliken_charge:R:1
C 0.1755 1.6018 -1.3294 -0.617
C -0.4695 0.2223 -1.2765 -0.779
C 0.5293 -0.8196 -0.8025 0.660
C 1.1484 -1.6345 -1.6837 -0.176
C 2.1522 -2.6417 -1.3257 -1.231
C 0.6956 -1.8961 1.3864 -0.960
C 0.7889 -0.8167 0.6204 -0.629
N -0.9036 2.6447 -1.3311 -0.595
H 0.7890 1.7861 -0.3786 0.316
H 0.8751 1.6834 -2.1489 0.277
H -1.3428 0.2270 -0.6337 0.150
H -0.9060 -0.0461 -2.2616 0.329
H 0.9322 -1.6073 -2.7353 0.339
H 2.9396 -2.6892 -2.0952 0.381
H 2.6160 -2.4695 -0.3266 0.341
H 1.7209 -3.6319 -1.2994 0.206
H 0.4577 -2.9158 0.9504 0.182
H 0.8859 -1.8795 2.4574 0.277
H 1.0464 0.1699 1.0969 0.094
H -0.5528 3.5951 -1.3179 0.213
H -1.4357 2.5519 -2.1910 0.202
H -2.0375 -0.6817 2.3927 0.335
H -1.6263 -1.0863 0.9188 0.339
O -2.3119 -0.6391 1.4766 -0.719
H -0.5823 1.7900 2.2832 0.424
H 0.1945 2.2198 3.5118 0.274
O 0.2316 1.5618 2.7912 -0.634
H -2.2414 1.0762 1.3269 0.463
H -1.7523 2.2866 0.5121 0.384
O -2.0163 2.0385 1.4122 -0.847
```

Molar mass in Da: 165.233
⟨S²⟩: 0.758
Total energy in Ha: -558.5169
LUMO energy (alpha / beta) in hartree: 0.1288 / 0.1255
Relative energy (zero: lowest compared OMol25 entry of this formula, charge and spin) in eV: 0.000
Total charge: -1
Multiplicity: 2

# 3
The following is a quantum chemistry calculation of a molecular structure, C26H62ClCrN8O9S at a distorted geometry, from OMol25.

Structure (XYZ):
```
108
Properties=species:S:1:pos:R:3:mulliken_charge:R:1
Cr 0.2571 1.0859 0.3323 0.080
Cl -0.7426 1.6994 -1.7575 -1.181
C -3.5818 4.1674 -2.9439 -0.655
C -3.8727 5.4802 -2.2722 0.467
O -4.1747 5.4873 -1.0573 -0.766
N -3.8838 6.6695 -2.9580 -0.195
C -3.9592 7.9436 -2.3178 -0.863
H -2.6212 3.8930 -2.6172 0.048
H -3.6741 4.1175 -4.0342 0.428
H -4.3291 3.4648 -2.6098 0.284
H -3.3935 6.6575 -3.8247 0.273
H -4.9113 8.3228 -2.1338 0.305
H -3.4544 8.6729 -3.0008 0.317
H -3.4787 7.8576 -1.3874 0.285
C -2.8369 2.7236 1.0536 -0.790
C -1.6087 3.4733 0.6948 0.474
O -0.4802 2.9527 0.8983 0.286
N -1.7421 4.6724 0.1673 -0.100
C -0.7147 5.5299 -0.3919 -0.536
H -2.9820 1.8993 0.3469 -0.065
H -3.6782 3.3140 0.9085 0.556
H -2.8023 2.2370 2.0645 0.161
H -2.7190 4.9756 -0.0298 0.217
H 0.2099 4.9447 -0.4731 -0.172
H -0.5078 6.4167 0.1907 0.318
H -1.1598 5.8137 -1.3207 0.329
C 3.2402 -1.3927 0.0926 -1.128
C 1.7548 -1.6823 -0.1632 0.067
O 0.8278 -0.8236 -0.2147 1.535
N 1.4244 -2.9182 -0.3492 0.647
C 2.2779 -4.1033 -0.0399 -0.690
H 3.8293 -1.6677 -0.7954 0.394
H 3.4567 -1.9720 0.9808 0.294
H 3.3187 -0.3485 0.2539 -0.271
H 0.4514 -3.1687 -0.1406 0.058
H 2.9375 -4.0149 0.8035 0.092
H 2.7977 -4.3140 -1.0029 0.290
H 1.4509 -4.8682 -0.0058 0.251
C 2.9414 3.6943 1.4983 -1.043
C 2.6584 3.1164 0.0851 0.690
O 2.6019 1.9094 -0.1590 -0.518
N 2.5938 4.0387 -0.9017 -0.177
C 2.3305 3.4917 -2.2521 -0.493
H 2.0033 3.8210 2.0739 0.065
H 3.3935 4.7202 1.4066 0.475
H 3.6474 3.0909 1.9879 0.231
H 2.9577 4.9857 -0.7570 0.245
H 2.1903 4.2233 -2.9970 0.396
H 1.4512 2.7895 -2.1661 -0.164
H 3.0963 2.8009 -2.5371 0.280
C 0.0180 1.8091 3.9837 -0.991
C 1.2179 1.0404 3.4356 0.451
O 1.2072 0.6825 2.2215 -0.002
N 2.3327 1.0498 4.1109 -0.202
C 3.5956 0.5215 3.5386 -0.565
H 0.2674 2.0707 4.9719 0.512
H -0.9045 1.2185 3.8867 0.176
H 0.0497 2.7381 3.4198 0.033
H 2.4687 1.5085 5.0210 0.288
H 3.8068 -0.4820 3.8123 0.117
H 4.3543 1.2449 3.7630 0.482
H 3.5551 0.5226 2.4596 -0.013
C -2.3600 -0.1970 -4.8094 -0.985
C -1.2219 -1.1907 -4.5953 0.806
O -1.0684 -2.1906 -5.3423 -0.736
N -0.2360 -0.7929 -3.7635 0.493
C 1.0436 -1.3728 -3.7605 -0.908
H -2.4944 0.4033 -3.9168 0.155
H -3.1815 -0.8518 -5.1175 0.313
H -2.0571 0.4061 -5.7374 0.328
H -0.4191 -0.0006 -3.1483 -0.315
H 1.1512 -2.2385 -3.1073 0.158
H 1.8002 -0.6765 -3.3998 0.276
H 1.3354 -1.7137 -4.7678 0.394
C -1.5500 -4.6501 -2.2605 -0.421
C -1.5001 -5.3914 -0.9155 0.553
O -0.8067 -4.9113 -0.0073 -0.744
N -2.2630 -6.4582 -0.7886 -0.267
C -1.8754 -7.4846 0.2567 -0.839
H -0.8365 -5.1918 -2.9717 0.343
H -1.3461 -3.6146 -2.0867 -0.520
H -2.5804 -4.7492 -2.6194 0.475
H -2.4692 -6.9418 -1.7118 0.331
H -2.2713 -7.1443 1.1830 0.286
H -0.8108 -7.4851 0.4510 0.267
H -2.2936 -8.4707 0.0029 0.339
C -0.9111 -2.0666 2.2815 -0.516
C -1.7030 -1.4136 1.2378 0.612
O -1.7832 -0.1872 1.2375 -0.556
N -2.2365 -2.1093 0.1757 0.020
C -2.9362 -1.5741 -0.9724 -0.602
H -1.0293 -3.2075 2.2704 0.231
H -1.2075 -1.7840 3.2822 0.475
H 0.1202 -1.6932 2.0881 -0.305
H -2.0592 -3.1219 0.2636 -0.046
H -3.2727 -0.5256 -0.8178 0.061
H -3.7444 -2.2296 -1.1628 0.496
H -2.3105 -1.5829 -1.8604 0.056
C 4.4219 -3.6579 5.2441 -1.053
S 4.1590 -4.2969 3.5744 0.396
O 3.3453 -3.2502 2.8792 -0.500
C 3.0298 -5.6815 3.8735 -0.954
H 4.7182 -4.4398 5.9047 0.436
H 3.4633 -3.2864 5.6300 0.298
H 5.0957 -2.8713 5.2273 0.353
H 2.8770 -6.2223 2.9672 0.318
H 2.0346 -5.2768 4.1724 0.280
H 3.4794 -6.4177 4.5851 0.400
```

Molar mass in Da: 750.345
⟨S²⟩: 6.008
Total energy in Ha: -4045.9474
LUMO energy (alpha / beta) in hartree: -0.0578 / -0.0577
Total charge: +1
Multiplicity: 5

# 4
The following is a quantum chemistry calculation of a molecular structure, C47H45KN3O5P, from OMol25.

Structure (XYZ):
```
102
Properties=species:S:1:pos:R:3:mulliken_charge:R:1
K -1.4007 -0.1453 -1.5264 1.266
C -3.9602 -2.9143 -1.2158 -0.300
C -3.0917 -3.5012 -2.1283 -0.183
C -2.7826 -2.8487 -3.3144 -0.112
C -3.3672 -1.6215 -3.6014 -0.373
C -4.2627 -1.0454 -2.7056 -0.052
C -4.5496 -1.6883 -1.5063 -0.173
H -4.1317 -3.3887 -0.2565 0.303
H -2.6008 -4.4328 -1.8772 0.345
H -2.0398 -3.2644 -3.9816 0.132
H -3.0910 -1.0840 -4.4999 0.229
H -4.6611 -0.0609 -2.9056 0.031
H -5.1789 -1.2021 -0.7717 0.209
C -2.3956 -0.1296 6.6509 -0.375
C -1.5483 -1.0274 6.0155 -0.740
C -1.4895 -1.0719 4.6268 0.076
C -2.2698 -0.2294 3.8382 0.085
C -3.1026 0.6841 4.4921 -0.582
C -3.1699 0.7281 5.8787 -0.647
P -2.3088 -0.2367 1.9735 0.218
C -1.8367 -2.1177 1.7945 0.178
C -2.7147 -3.0302 2.4066 -0.274
C -2.6880 -4.3887 2.1419 -0.834
C -1.7830 -4.9065 1.2146 -0.430
C -0.9280 -4.0314 0.5690 -0.835
C -0.9558 -2.6662 0.8565 0.547
C -0.6095 0.4562 1.6005 -0.080
C 0.6061 -0.1416 1.9071 0.144
C 1.8063 0.5324 1.6914 -0.681
C 1.7958 1.8115 1.1558 -1.247
C 0.5836 2.4208 0.8466 0.074
C -0.6088 1.7541 1.0758 -1.235
H -2.4472 -0.0942 7.7332 0.347
H -0.9212 -1.6941 6.5967 0.374
H -0.8214 -1.7830 4.1546 0.218
H -3.6800 1.3737 3.8908 0.442
H -3.8287 1.4465 6.3538 0.375
H -3.4512 -2.6527 3.1106 0.347
H -3.3808 -5.0502 2.6520 0.331
H -1.7589 -5.9672 0.9932 0.344
H -0.2342 -4.3926 -0.1822 0.443
H -0.2511 -2.0393 0.3209 -0.096
H 0.6271 -1.1365 2.3375 0.324
H 2.7484 0.0650 1.9494 0.696
H 2.7311 2.3349 0.9895 0.425
H 0.5617 3.4317 0.4558 0.559
C 6.4816 -1.2758 2.4185 -1.754
C 6.0524 -0.3620 1.2990 1.177
C 6.6593 0.8814 1.1636 -0.855
C 6.2579 1.7571 0.1655 -0.838
C 5.2753 1.3680 -0.7267 -0.678
C 4.6653 0.1207 -0.6187 -0.757
N 3.6451 -0.1836 -1.5480 0.176
C 3.5975 -1.3565 -2.2768 0.493
C 4.7745 -2.0500 -2.5927 -0.798
C 4.7368 -3.2181 -3.3338 -0.467
C 3.5262 -3.7318 -3.7839 -0.768
C 2.3626 -3.0387 -3.4784 -0.389
C 2.3670 -1.8586 -2.7465 0.172
C 1.0282 -1.1812 -2.4762 0.875
O 1.0589 0.0118 -2.0541 -1.114
O -0.0075 -1.8473 -2.6858 -0.780
C 5.0251 -0.7467 0.4244 1.667
C 4.2823 -2.0349 0.6591 -1.762
H 7.3538 -0.8671 2.9300 0.408
H 6.7365 -2.2721 2.0511 0.333
H 5.6905 -1.4061 3.1608 0.339
H 7.4399 1.1674 1.8596 0.327
H 6.7158 2.7346 0.0770 0.376
H 4.9551 2.0171 -1.5318 0.493
H 2.7301 0.2713 -1.4653 0.228
H 5.7207 -1.6526 -2.2452 0.412
H 5.6655 -3.7306 -3.5608 0.353
H 3.4889 -4.6474 -4.3604 0.404
H 1.3905 -3.3984 -3.7927 0.459
H 4.7504 -2.8834 0.1545 0.422
H 3.2603 -1.9669 0.2887 0.236
H 4.2332 -2.2659 1.7234 0.584
C -0.5483 5.4543 -2.5496 -1.578
C -0.9914 4.0193 -2.2853 -1.059
C -2.3794 3.8430 -1.6227 3.011
C -3.4738 4.4568 -2.4988 -1.338
C -4.8808 4.1871 -1.9819 -1.264
C -2.3616 4.5405 -0.2649 -0.427
O -2.5912 5.7482 -0.1624 -0.780
N -2.0310 3.7842 0.7923 0.081
C -2.0305 2.3117 0.8571 1.020
O -2.7181 1.9214 1.9637 -0.785
N -2.5175 1.6999 -0.3629 -0.570
C -2.6124 2.3244 -1.5038 -0.162
O -2.8482 1.7170 -2.6032 -0.803
H 0.4755 5.4654 -2.9330 0.447
H -0.5845 6.0644 -1.6465 0.305
H -1.1829 5.9420 -3.2929 0.310
H -0.2439 3.5140 -1.6673 0.049
H -1.0373 3.4556 -3.2207 0.539
H -3.3595 4.0230 -3.4945 0.414
H -3.3079 5.5335 -2.5625 0.480
H -5.0877 3.1160 -1.9678 0.156
H -5.6309 4.6671 -2.6172 0.465
H -5.0078 4.5786 -0.9699 0.318
H -2.1270 4.2251 1.6963 0.386
```

Molar mass in Da: 801.965
Total energy in Ha: -3299.9675
LUMO energy in hartree: 0.1453
Relative energy (zero: lowest compared OMol25 entry of this formula, charge and spin) in eV: 0.146
Total charge: -2